Density functional theory data (ωB97M-V with the def2-TZVPD basis set) for a cluster of 3 separate species, C2H8N2O4 in total in a non-equilibrium geometry.

```
16
Properties=species:S:1:pos:R:3:mulliken_charge:R:1
N 0.2026 1.5366 -0.1922 -0.382
C 0.1124 0.2012 -0.1041 0.577
O 1.0621 -0.5754 -0.1219 -0.812
N -1.1701 -0.3518 0.0269 -0.059
C -2.3399 0.2849 0.3608 0.108
O -2.4494 1.4681 0.5771 -0.575
H -0.6237 2.0799 0.0137 0.266
H 1.1174 1.8802 0.0719 0.281
H -1.1692 -1.3649 0.0522 0.237
H -3.1932 -0.4042 0.4003 0.354
O 3.2097 1.0581 -0.7469 -0.675
H 2.7614 0.2808 -0.3675 0.369
H 2.7833 1.1312 -1.6082 0.314
O 0.2731 -3.2061 0.2827 -0.687
H 0.0653 -3.2030 1.2162 0.300
H 0.7381 -2.4044 -0.0102 0.384
```

Output
structure (SMILES) = NC(=O)NC=O.O.O
frontier orbital gap = 0.419 Eh
net charge = 0
maximum force = 1.07 eV/A
relative energy (zero: lowest compared OMol25 entry of this formula, charge and spin) = 0.311 eV